No. 1
Below is 9 unconnected molecules or ions with the total composition C23H52N7O15 at a distorted geometry, with properties calculated with wB97M-V/def2-TZVPD.

```
97
Properties=species:S:1:pos:R:3:forces:R:3:lowdin_charge:R:1
O -0.008530 -2.156314 -6.147326 -0.18 0.01 -0.06 0.130
O -4.776353 2.968809 -3.506181 0.20 -0.53 0.09 0.003
O 0.276064 -0.830364 -4.343561 0.15 0.55 -0.08 -0.018
O -4.627184 -1.402437 3.070529 0.15 0.07 0.15 0.043
O 5.087027 2.028938 -0.818300 0.34 0.34 0.15 -0.004
O 4.355413 0.641189 0.755928 -0.35 0.43 0.22 -0.032
O 0.565845 -0.462340 1.550369 -0.42 0.07 -0.02 -0.060
O 0.201422 -1.124973 -0.476107 -0.36 0.28 0.46 -0.046
O -0.806909 -0.057114 -6.019684 -0.44 1.17 0.32 -0.006
O 1.660865 3.744157 -4.126941 -0.28 -0.30 -0.06 0.009
O 4.774777 -0.087464 -1.326994 -0.11 -0.60 -0.27 0.136
O 1.716186 -2.275173 6.554174 0.04 -0.07 -0.08 0.023
O 1.311076 3.195877 4.629631 -0.53 -0.11 -0.74 0.002
O -0.064342 0.954854 0.025148 -0.13 0.02 0.50 -0.040
O -1.767468 -5.410775 -1.793015 -0.13 0.41 0.17 0.015
N 0.470912 2.861215 -2.440640 -0.09 0.17 -0.20 0.173
N -3.420376 1.435280 -2.551679 0.31 -0.73 0.14 0.034
N 0.198431 -0.207791 0.379302 1.02 -0.35 -0.95 -0.549
N 1.831890 -0.940227 4.761569 0.09 1.00 -0.17 0.014
N 0.276440 1.506721 3.556722 0.03 -0.32 -0.82 0.011
N -0.452440 -3.981618 -0.643757 0.54 0.87 -0.05 0.005
N -3.681623 0.553986 2.469154 -0.11 -0.03 0.62 0.004
C -1.609836 -4.327272 -1.236263 -0.20 -0.73 0.06 -0.558
C -0.676920 1.250850 4.605774 -0.88 0.34 -0.29 -0.070
C 1.170842 2.504635 3.608878 1.34 0.49 2.28 -0.557
C 4.817494 3.078526 0.126505 -1.14 -0.41 -0.26 -0.027
C 3.912017 -0.643576 1.197089 -0.73 0.47 1.26 -0.011
C 2.804781 -0.057464 5.393712 0.45 -0.68 -0.42 -0.054
C 2.492868 1.711924 -3.223795 -0.03 -0.39 -0.42 0.008
C -2.212738 0.601473 -2.551705 -0.16 0.28 -0.15 -0.056
C -4.953720 0.461338 4.537441 0.11 -0.15 0.29 -0.007
C -1.362300 -0.120069 -7.315344 0.14 -0.10 -0.78 -0.043
C -2.667573 2.679881 -4.538577 0.79 0.33 0.00 0.001
C 1.505534 2.846582 -3.307061 0.98 0.68 0.14 -0.593
C -4.401566 -0.227703 3.310724 -0.23 -0.08 -0.48 -0.567
C -3.719306 2.338704 -3.502007 -0.32 1.03 -0.23 -0.550
C 0.553077 -2.989945 4.586710 -0.58 0.62 -0.62 0.007
C -3.040770 0.024299 1.295807 -0.05 0.59 -1.13 -0.081
C -2.726578 -3.296070 -1.088857 0.74 -0.09 -0.76 0.008
C 1.395914 -2.033179 5.396555 -0.11 -0.78 0.54 -0.572
C 0.716090 -1.906280 -3.514974 -0.37 -0.45 0.25 -0.020
C -0.171650 -1.117024 -5.560286 0.59 -0.90 0.10 -0.629
C 0.727189 -4.804438 -0.546584 -0.06 -0.76 0.34 -0.072
C 2.186529 2.626868 2.507978 -0.85 -1.08 -1.53 -0.008
C 4.720434 0.780516 -0.509571 0.43 0.12 -0.38 -0.641
H -1.359727 1.153977 -2.177997 0.11 0.01 -0.06 0.047
H 3.512573 2.044153 -3.402976 -0.10 0.30 0.01 0.086
H 0.376795 -2.604663 3.577684 0.27 -0.12 -0.06 0.063
H -0.573622 -0.071686 -8.067128 0.08 -0.39 0.02 0.099
H -0.317253 -3.015775 -0.370716 -0.16 0.00 0.08 0.075
H 5.324226 2.916322 1.073921 0.10 0.11 -0.05 0.096
H -5.762261 1.152290 4.297939 -0.13 -0.19 -0.14 0.081
H 3.116916 -1.088003 0.600684 0.67 -0.19 -0.68 0.095
H -2.708253 3.758844 -4.685904 -0.32 -0.06 -0.17 0.085
H 2.256729 3.642579 2.131042 0.15 0.11 0.27 0.085
H -3.760264 -0.185668 0.496610 -0.20 -0.41 0.28 0.082
H -1.482187 0.644689 4.183772 0.16 -0.17 0.01 0.069
H 2.568353 0.206013 6.419862 -0.29 0.01 -0.02 0.087
H 2.501916 1.107912 -2.317745 -0.37 0.05 0.03 0.066
H 0.432392 2.288925 -1.617530 -0.09 -0.29 0.15 0.057
H 0.867084 -5.485711 -1.384727 -0.27 0.15 -0.17 0.080
H 0.257811 0.920676 2.718539 -0.06 0.16 0.17 0.071
H 0.639127 -5.425956 0.351232 0.19 -0.08 -0.06 0.082
H 1.256253 -1.473275 -2.680350 -0.05 0.17 -0.06 0.076
H -0.296343 0.743719 5.491755 0.33 0.11 -0.04 0.082
H 1.337543 -2.642788 -4.022108 -0.09 0.20 -0.29 0.100
H 2.954600 0.832915 4.790376 -0.19 0.06 0.03 0.065
H -5.305359 -0.349313 5.171593 -0.18 0.24 0.14 0.081
H 3.740378 -0.625783 5.400356 0.15 0.30 0.26 0.087
H 3.362560 -0.426107 2.119033 0.32 0.07 0.10 0.074
H -1.966761 -1.015537 -7.429180 0.06 -0.09 -0.12 0.099
H -0.144267 3.649501 -2.555163 -0.09 -0.02 0.28 0.110
H -2.816357 2.189139 -5.499626 -0.33 -0.06 0.07 0.074
H -3.067643 -3.055490 -2.097824 -0.20 -0.08 0.06 0.081
H 5.046863 4.030870 -0.340302 0.43 -0.15 -0.08 0.096
H -4.163650 1.216755 -1.909205 -0.05 0.10 0.01 0.130
H -3.544895 -3.729010 -0.522211 -0.02 0.10 0.11 0.086
H 2.226631 1.080585 -4.077519 0.09 -0.24 0.19 0.084
H -2.449509 -0.866509 1.493383 -0.06 -0.04 0.18 0.085
H 3.733131 3.056592 0.261581 0.13 0.24 0.44 0.078
H -0.190923 -2.383687 -3.138163 0.22 -0.21 0.12 0.092
H 1.425238 -0.656684 3.884877 0.03 -0.16 -0.05 0.088
H 4.783058 -1.230560 1.471095 -0.15 -0.47 -0.50 0.104
H 1.629614 -4.205289 -0.444428 -0.15 0.26 -0.03 0.078
H -2.330205 -2.379608 -0.654164 -0.24 -0.01 0.27 0.043
H -0.452014 -3.089018 4.997690 0.19 -0.19 0.40 0.083
H 1.867065 1.986082 1.672606 -0.06 0.29 -0.10 0.061
H -4.210856 1.050097 5.079078 0.16 -0.12 -0.08 0.071
H -2.010738 0.275585 -3.568498 0.15 -0.18 0.04 0.072
H -3.614994 1.519941 2.734390 0.33 0.09 -0.30 0.131
H -2.411503 0.783610 0.827187 0.25 0.02 0.45 0.073
H -1.152049 2.191226 4.893005 0.20 0.01 0.27 0.086
H -2.311366 -0.267551 -1.904688 -0.32 0.01 -0.04 0.069
H 3.160292 2.201974 2.746596 0.04 0.39 0.58 0.075
H -1.626725 2.488112 -4.270619 -0.16 -0.34 0.27 0.056
H -1.969687 0.761925 -7.504851 -0.09 0.06 0.56 0.085
H 1.041312 -3.958342 4.527254 -0.03 -0.04 0.11 0.082
```
Positions in Å, forces in eV/Å.

Properties
**HOMO level**: -7.38 eV
**Calculated total energy**: -2419.59497 Ha
**LUMO level**: 0.0831 Ha
**Charge**: -1


No. 2
Below is a molecular structure, C7H8FN2O3 at a distorted geometry, with properties calculated with wB97M-V/def2-TZVPD.

```
21
Properties=species:S:1:pos:R:3:forces:R:3:nbo_charge:R:1
F 4.708581 0.292172 -0.509992 -0.89 -0.66 0.46 -0.367
O -1.329756 0.281994 0.553235 -0.27 -0.70 0.01 -0.527
O 1.800496 1.982047 -0.534216 -0.93 0.85 -0.33 -0.506
O -1.250656 -1.902437 -0.120256 -0.30 0.39 0.22 -0.630
N 1.612677 -1.509151 -0.173276 -3.24 -1.68 0.09 -0.385
N 2.229596 1.286210 0.393269 2.79 -2.01 -0.84 0.020
C 2.925271 -1.338871 -0.186049 0.34 1.94 0.43 -0.239
C -3.073397 0.409082 -1.164362 0.85 1.32 -4.52 -0.649
C -0.676270 -0.898683 0.253728 -0.64 -0.27 -0.64 0.734
C 1.303125 0.452253 1.242650 2.92 -2.57 -1.08 -0.327
C 0.736770 -0.724882 0.400167 3.32 1.30 1.60 0.016
C 3.410205 -0.091390 -0.256928 -0.73 3.10 0.79 0.362
C -2.717219 0.420654 0.294997 -0.87 -3.56 -1.35 -0.079
H 0.539197 1.010511 1.567810 -2.69 2.41 1.26 0.205
H 2.037357 0.250808 2.120696 -1.47 -0.61 -1.42 0.192
H -3.446936 -0.390653 0.650919 1.62 0.85 0.66 0.173
H -2.696584 1.391487 -1.763975 -0.64 -2.03 1.56 0.194
H -2.893259 1.332134 0.699387 -1.12 2.63 1.48 0.181
H -2.490764 -0.446730 -1.720006 -1.50 1.41 1.16 0.249
H -4.208693 0.393585 -1.449189 2.01 -0.34 0.98 0.205
H 3.480256 -2.200145 -0.298618 1.45 -1.77 -0.51 0.180
```
Positions in Å, forces in eV/Å.

Properties
**Energy above the lowest of the compared OMol25 structures with the same formula, charge and spin**: 74.1 kcal/mol
**HOMO level (spin up / spin down)**: -3.30 / -1.84 eV
**Calculated total energy**: -706.44609 Ha
**LUMO level (spin up / spin down)**: 0.1268 / 0.1267 Ha
**Charge**: -1


No. 3
Below is a molecular structure, C5H6FN at a distorted geometry, with properties calculated with wB97M-V/def2-TZVPD.

```
13
Properties=species:S:1:pos:R:3:forces:R:3:nbo_charge:R:1
F 2.121987 0.159594 0.034981 0.22 -0.22 0.32 -0.357
N -0.914536 -1.091502 -0.063791 -1.94 0.04 0.58 -0.580
C -0.037259 -0.346552 -0.987251 -0.28 -0.11 -0.86 -0.143
C -0.151779 -0.383278 1.001801 0.64 0.44 0.58 -0.134
C -0.293350 1.122830 -0.660001 0.22 0.85 -0.08 -0.214
C 1.032953 -0.679087 0.045450 0.84 -0.01 -0.15 0.222
C -0.348442 1.107133 0.674922 -0.46 0.14 -0.76 -0.218
H -0.478334 1.970113 1.301063 0.08 -0.09 0.42 0.224
H 1.371241 -1.716548 0.039302 0.02 0.15 0.06 0.188
H -0.143143 -0.695494 2.062007 -0.27 -0.08 -0.71 0.214
H -1.908711 -0.764988 -0.093957 1.06 -0.34 -0.05 0.360
H -0.252162 2.003589 -1.330638 -0.19 -0.87 0.48 0.228
H 0.001534 -0.685809 -2.023891 0.06 0.10 0.17 0.210
```
Positions in Å, forces in eV/Å.

Properties
**Energy above the lowest of the compared OMol25 structures with the same formula, charge and spin**: 51.0 kcal/mol
**HOMO level**: -9.09 eV
**Calculated total energy**: -348.65091 Ha
**LUMO level**: 0.0427 Ha


No. 4
Below is a molecular structure, C17H21F2N4SSeSiTi at a distorted geometry, with properties calculated with wB97M-V/def2-TZVPD.

```
48
Properties=species:S:1:pos:R:3:forces:R:3:nbo_charge:R:1
Se -2.615224 -0.903016 0.653196 -0.19 0.20 0.14 -0.700
Ti -0.247427 -0.331012 -0.090081 0.60 0.40 0.00 1.325
S -0.390697 1.871835 1.506238 -0.14 -0.09 -0.14 -0.195
Si -3.693360 -2.796285 0.121811 0.08 -0.01 0.11 1.498
F -0.892003 -1.928791 -2.380891 0.12 -0.15 -0.08 -0.378
F -0.102758 -3.056978 -0.602854 0.10 -0.05 -0.18 -0.396
N -2.279504 2.547876 -0.257450 0.11 -0.05 -0.10 -0.796
N -0.479071 1.475808 -1.183189 0.27 -0.25 0.33 -0.467
N 0.817588 0.918107 -1.050592 -0.27 0.43 0.36 -0.471
N 1.537195 -0.605797 0.770816 0.35 -0.06 0.05 -0.620
C 1.980045 -1.671485 1.518658 -0.33 0.30 -0.32 0.047
C 3.251313 5.447966 -0.820738 0.00 -0.03 0.03 -0.252
C 0.121979 -1.912677 -1.417501 -0.77 -0.72 -0.26 0.184
C 1.907806 1.422047 -0.305412 -0.15 0.36 -0.13 0.019
C -1.048377 1.984421 -0.056435 0.05 0.27 -0.03 0.219
C 4.151270 -0.679708 1.771330 -0.02 -0.33 0.17 -0.213
C 3.116006 3.453517 0.527401 0.03 0.07 0.07 -0.238
C 3.553051 4.756856 0.346945 -0.03 -0.05 -0.02 -0.204
C 3.219704 -1.746073 2.038738 0.37 0.05 0.13 -0.335
C 3.772250 0.372393 1.024876 -0.20 0.21 -0.09 -0.220
C -3.284203 -3.599573 -1.501134 0.03 -0.08 -0.22 -1.136
C 2.070078 3.506751 -1.627846 0.03 0.12 -0.08 -0.220
C -5.515819 -2.378430 0.086669 -0.22 0.06 -0.01 -1.125
C 2.390005 2.791863 -0.468881 -0.11 -0.16 -0.26 0.039
C -3.427707 -4.055732 1.476115 0.09 -0.14 0.16 -1.129
C 2.431526 0.454214 0.503172 0.13 -0.43 0.33 0.116
C 2.496380 4.815818 -1.800235 -0.03 -0.08 -0.01 -0.215
H -2.713618 2.240283 -1.117361 0.00 0.04 -0.02 0.389
H 4.475925 1.152515 0.768760 -0.02 0.01 0.00 0.215
H 1.031192 -2.143674 -1.970670 0.22 0.20 0.11 0.119
H 1.478138 3.019104 -2.392465 0.00 0.00 0.01 0.224
H 5.167747 -0.740318 2.142115 -0.02 -0.04 0.01 0.200
H 2.235565 5.346169 -2.708748 0.00 0.00 0.01 0.201
H -4.067541 -4.934058 1.339402 0.03 0.02 0.00 0.218
H 1.257749 -2.464137 1.670651 -0.05 -0.01 -0.02 0.206
H -2.257956 -3.962911 -1.520969 -0.02 -0.02 -0.01 0.255
H 3.299647 2.954152 1.469832 0.00 0.00 -0.02 0.217
H -2.384572 -4.382297 1.474510 -0.03 -0.01 0.03 0.238
H -5.744778 -1.771319 -0.793035 -0.03 0.00 0.04 0.231
H -5.808364 -1.811653 0.973393 0.00 -0.03 -0.02 0.235
H 4.111945 5.245024 1.136972 -0.01 0.00 -0.01 0.199
H -3.401129 -2.899011 -2.329258 -0.01 -0.03 -0.01 0.243
H -6.116711 -3.293174 0.042743 -0.01 0.04 -0.02 0.218
H -2.875624 2.487025 0.551743 -0.04 0.02 0.04 0.397
H -3.970362 -4.442023 -1.648426 0.05 0.02 -0.03 0.217
H 3.582415 6.470657 -0.953796 0.00 -0.01 -0.01 0.199
H -3.640352 -3.616685 2.453574 0.00 -0.03 -0.02 0.234
H 3.500628 -2.607579 2.628320 0.04 0.03 0.00 0.207
```
Positions in Å, forces in eV/Å.

Properties
**Energy above the lowest of the compared OMol25 structures with the same formula, charge and spin**: 24.7 kcal/mol
**HOMO level (spin up / spin down)**: -3.34 / -3.34 eV
**Calculated total energy**: -5017.87318 Ha
**LUMO level (spin up / spin down)**: 0.1013 / 0.1013 Ha
**Charge**: -1